Entry 1:
{
  "formula": "C38H26BrF6MgN8O5S2SeTe",
  "method": "ωB97M-V/def2-TZVPD",
  "elements": ["Mg", "Br", "C", "C", "C", "C", "C", "C", "N", "N", "C", "C", "C", "C", "O", "C", "N", "C", "C", "C", "C", "H", "H", "H", "H", "H", "H", "H", "H", "H", "Se", "N", "C", "C", "C", "C", "C", "N", "C", "C", "N", "C", "C", "C", "C", "C", "N", "H", "H", "H", "H", "H", "H", "F", "C", "F", "F", "S", "O", "O", "N", "S", "O", "O", "C", "F", "F", "F", "C", "C", "C", "C", "C", "C", "Te", "C", "C", "C", "H", "H", "H", "H", "H", "H", "H", "H", "H", "H", "H"],
  "coordinates": [[1.46021, 0.97190, -2.26245], [-2.27514, -3.43476, 5.97939], [-0.47181, -2.95785, 5.63868], [0.19097, -3.53698, 4.56925], [1.49623, -3.16494, 4.28532], [2.13550, -2.22706, 5.08394], [1.48265, -1.71207, 6.19330], [0.16541, -2.05177, 6.46449], [3.52961, -1.88346, 4.94561], [4.08850, -1.56376, 3.88556], [3.45115, -1.29134, 2.62081], [4.23968, -1.66809, 1.54045], [3.83000, -1.45908, 0.23523], [2.57946, -0.90455, -0.01343], [2.24608, -0.44725, -1.21112], [1.71314, -0.66101, 1.07612], [0.38906, -0.16536, 0.89841], [0.29100, 1.20967, 1.40160], [0.65147, 1.14117, 2.87150], [1.51935, 0.23486, 3.32535], [2.21148, -0.66507, 2.38048], [-0.31903, -4.25528, 3.94842], [2.01698, -3.60735, 3.44449], [2.01364, -1.01578, 6.83186], [-0.35378, -1.61824, 7.30801], [5.20651, -2.10802, 1.75623], [4.49142, -1.65568, -0.59886], [-0.73643, 1.55614, 1.26593], [0.24472, 1.89520, 3.53641], [1.82691, 0.25743, 4.36093], [-2.63943, 7.35238, -1.32475], [-1.47573, 6.47814, -0.27699], [-1.17151, 5.35766, -0.88563], [-0.26894, 4.36242, -0.37129], [0.46517, 4.54078, 0.86986], [1.23518, 3.55484, 1.33537], [1.23946, 2.20678, 0.65990], [0.88032, 2.26871, -0.75825], [0.05310, 3.24377, -1.12826], [-0.58082, 3.07320, -2.47132], [-0.24677, 1.96047, -3.15397], [-0.88312, 1.66881, -4.28364], [-1.88336, 2.47216, -4.80609], [-2.20299, 3.63749, -4.13835], [-1.54275, 3.95222, -2.95638], [-1.83210, 5.16113, -2.17968], [-2.64106, 6.08416, -2.59197], [0.40243, 5.50340, 1.36482], [1.84589, 3.68183, 2.22226], [2.23773, 1.76606, 0.73045], [-0.57899, 0.75335, -4.77932], [-2.39479, 2.18003, -5.71312], [-2.96582, 4.31318, -4.50506], [2.59283, -3.80197, -4.63510], [2.17928, -2.55411, -4.84457], [2.94233, -2.04590, -5.80835], [0.91839, -2.60119, -5.29528], [2.21934, -1.60348, -3.21143], [1.09037, -0.64025, -3.43905], [2.10794, -2.74412, -2.35979], [3.65556, -0.89789, -3.47680], [3.83860, 0.62460, -3.79859], [5.16452, 0.92541, -4.22995], [3.25294, 1.54505, -2.79927], [2.86344, 1.15103, -5.37711], [3.74807, 1.40318, -6.33350], [2.21087, 2.28586, -5.09471], [1.97498, 0.28447, -5.84113], [-6.14930, -3.01947, 1.50983], [-4.81452, -2.43985, 1.11238], [-3.66101, -3.21459, 1.13686], [-2.43493, -2.71466, 0.71337], [-1.23880, -3.63602, 0.72155], [-2.35824, -1.38605, 0.26260], [-0.60913, -0.80758, -0.75276], [-3.50211, -0.57398, 0.27134], [-3.50125, 0.88220, -0.14629], [-4.71208, -1.12131, 0.69596], [-6.06895, -4.08727, 1.71634], [-6.88343, -2.88136, 0.71333], [-6.54230, -2.53085, 2.40526], [-3.71856, -4.24183, 1.48576], [-1.44515, -4.51321, 1.33442], [-0.34877, -3.13432, 1.09936], [-1.00232, -3.97918, -0.28728], [-2.49363, 1.27648, -0.24885], [-4.03613, 1.48359, 0.59169], [-4.00537, 1.01587, -1.10790], [-5.59952, -0.49190, 0.69723]],
  "multiplicity": 1,
  "total_energy_ev": -248091.2510,
  "homo_lumo_gap_ha": 0.2244,
  "total_charge": -1,
  "homo_energy_ev": -4.36,
  "e_above_lowest_kj_mol": 319.7,
  "lumo_energy_ev": 1.7468
}

***

Entry 2:
{
  "formula": "C38H26Cl3HfN5O5S2",
  "method": "ωB97M-V/def2-TZVPD",
  "elements": ["Hf", "Cl", "C", "C", "C", "C", "O", "C", "C", "O", "C", "H", "H", "H", "H", "Cl", "C", "C", "C", "Cl", "C", "C", "C", "C", "N", "C", "C", "O", "H", "H", "H", "H", "N", "C", "C", "C", "C", "C", "C", "C", "C", "C", "C", "C", "C", "C", "H", "H", "H", "H", "H", "H", "H", "H", "H", "H", "N", "C", "C", "C", "C", "C", "C", "S", "O", "O", "N", "C", "S", "C", "C", "N", "H", "H", "H", "H", "H", "H", "H", "H"],
  "coordinates": [[-0.20114, 0.14075, 0.13661], [5.12590, 0.09645, 5.46296], [3.83362, 0.27534, 4.38018], [2.55935, 0.26637, 4.96590], [1.43993, 0.34078, 4.18675], [1.51950, 0.48597, 2.79464], [0.37254, 0.46538, 2.11493], [2.76602, 0.64678, 2.19964], [2.91784, 0.99043, 0.82380], [1.99182, 0.88645, -0.01170], [3.95551, 0.53258, 3.01559], [2.46949, 0.20200, 6.07428], [0.46030, 0.22345, 4.59379], [3.91348, 1.36383, 0.50354], [4.92338, 0.56319, 2.57346], [-0.25533, 5.17173, -0.68102], [-0.05014, 3.95658, -1.89236], [0.10165, 4.39436, -3.21110], [0.17877, 3.52175, -4.27065], [0.27878, 4.21338, -5.83264], [0.15728, 2.12336, -4.04400], [0.23120, 1.10328, -5.00835], [0.12650, -0.18127, -4.64479], [0.02916, -0.53784, -3.25908], [0.07605, 0.38416, -2.30690], [0.09831, 1.68180, -2.69354], [-0.07344, 2.58369, -1.62107], [-0.34604, 2.07272, -0.45972], [0.17432, 5.48011, -3.36525], [0.44021, 1.39437, -6.05042], [0.13913, -0.98431, -5.37877], [-0.02843, -1.58720, -2.99989], [0.45222, -1.77075, -0.06449], [1.33001, -2.64432, -0.24625], [0.95351, -4.07337, -0.54460], [-0.25737, -4.67157, -0.14076], [-0.46319, -6.01208, -0.38128], [0.48976, -6.77227, -1.10767], [1.68989, -6.18029, -1.48136], [1.90630, -4.83362, -1.21367], [2.73293, -2.32458, 0.03071], [3.42799, -1.66719, -0.99767], [4.77667, -1.37199, -0.77748], [5.47720, -1.76967, 0.36086], [4.71350, -2.39455, 1.35761], [3.37560, -2.69911, 1.17968], [-0.99531, -4.10169, 0.35860], [-1.33766, -6.46984, -0.02139], [0.27715, -7.83949, -1.32187], [2.43233, -6.71267, -2.07501], [2.83282, -4.37004, -1.46025], [2.88321, -1.29818, -1.84566], [5.30497, -0.78569, -1.55807], [6.51940, -1.50294, 0.47788], [5.12925, -2.63206, 2.34391], [2.80112, -3.21054, 1.91731], [-5.11838, 5.78073, 1.51199], [-4.69001, 4.46264, 1.68253], [-3.34450, 4.14244, 1.69309], [-2.92430, 2.86497, 2.01547], [-3.80941, 1.84527, 2.26983], [-5.17313, 2.15159, 2.26749], [-5.58177, 3.43311, 1.96544], [-3.19345, 0.18858, 2.46769], [-2.29284, 0.17822, 3.54301], [-4.26909, -0.77809, 2.36746], [-2.34723, -0.01845, 1.05019], [-3.03637, -0.31625, -0.06610], [-4.74501, -0.54978, -0.31798], [-4.43125, -0.53913, -2.02057], [-3.11568, -0.46953, -2.25313], [-2.31566, -0.34554, -1.16224], [-4.47536, 6.37685, 1.03982], [-6.06780, 5.89191, 1.15651], [-2.61024, 4.93773, 1.47743], [-1.81866, 2.76296, 1.98913], [-5.94346, 1.37665, 2.43778], [-6.66627, 3.67679, 2.00335], [-5.18063, -0.62892, -2.76747], [-2.62733, -0.58670, -3.23459]],
  "multiplicity": 1,
  "total_energy_ev": -118066.0203,
  "homo_lumo_gap_ha": 0.2715,
  "homo_energy_ev": -7.95,
  "e_above_lowest_kj_mol": 0.0,
  "lumo_energy_ev": -0.5660
}

***

Entry 3:
{
  "formula": "C38H27Cl2CoGeN4O2S",
  "method": "ωB97M-V/def2-TZVPD",
  "elements": ["Co", "Cl", "C", "C", "C", "Cl", "C", "O", "C", "C", "O", "C", "H", "H", "H", "S", "C", "C", "C", "C", "C", "C", "C", "C", "C", "N", "H", "H", "H", "H", "H", "H", "Ge", "C", "C", "C", "C", "C", "C", "C", "C", "C", "C", "C", "C", "H", "H", "H", "H", "H", "H", "H", "H", "H", "H", "H", "N", "C", "C", "C", "C", "C", "C", "C", "N", "C", "C", "N", "C", "H", "H", "H", "H", "H", "H", "H"],
  "coordinates": [[-1.47424, 0.48757, -0.80572], [0.70884, 5.00822, 4.47596], [0.46910, 3.79989, 3.25976], [1.38017, 2.73695, 3.16126], [1.22741, 1.78267, 2.19373], [2.30744, 0.41972, 2.17271], [0.18781, 1.83286, 1.21616], [0.16009, 0.99472, 0.24978], [-0.78625, 2.85347, 1.43093], [-2.03835, 2.86600, 0.74517], [-2.46793, 2.03106, -0.06341], [-0.61168, 3.83748, 2.43019], [2.20030, 2.66602, 3.86331], [-2.71266, 3.69418, 1.00089], [-1.35650, 4.61582, 2.54291], [-2.99904, 2.36876, -3.38623], [-2.02437, 3.64333, -2.78818], [-0.80162, 3.21183, -2.39235], [-0.60124, 1.79931, -2.57142], [-1.74719, 1.23430, -3.11403], [-1.91447, -0.21491, -3.35122], [-2.24545, -0.83309, -4.54143], [-2.30995, -2.21947, -4.55496], [-2.04758, -2.93256, -3.39437], [-1.74271, -2.23943, -2.23786], [-1.68577, -0.90904, -2.22529], [-2.41770, 4.64745, -2.75279], [-0.04284, 3.86852, -1.98931], [-2.42802, -0.24428, -5.42945], [-2.55420, -2.74131, -5.47064], [-2.07671, -4.01243, -3.38228], [-1.53322, -2.74096, -1.30235], [1.24611, 1.09303, -2.82205], [2.45956, 2.30913, -1.93540], [3.16950, 1.94736, -0.79468], [4.01139, 2.85555, -0.16833], [4.15760, 4.13564, -0.68330], [3.47237, 4.50203, -1.83374], [2.63205, 3.59143, -2.45848], [1.41603, -0.81192, -2.46198], [1.42452, -1.66606, -3.56522], [1.52611, -3.04256, -3.40339], [1.62866, -3.58455, -2.13096], [1.63217, -2.74476, -1.02394], [1.52630, -1.37010, -1.18628], [1.41224, 1.24275, -4.34703], [3.06957, 0.95022, -0.38813], [4.55748, 2.55954, 0.71872], [4.81500, 4.84444, -0.19685], [3.59961, 5.49334, -2.24902], [2.11809, 3.88533, -3.36807], [1.36187, -1.25609, -4.56743], [1.53976, -3.68854, -4.27216], [1.72244, -4.65535, -2.00209], [1.73675, -3.16312, -0.02941], [1.52857, -0.72649, -0.31618], [1.11194, -5.27493, 7.55593], [0.61511, -4.70720, 6.69039], [-0.00777, -3.99617, 5.60553], [-1.09920, -4.55643, 4.94667], [-1.69117, -3.87847, 3.89628], [-1.19725, -2.63697, 3.52575], [-0.11856, -2.06338, 4.18282], [0.48330, -2.75127, 5.22107], [-1.80449, -1.93560, 2.44079], [-3.15203, -1.84384, 2.16035], [-3.25538, -1.06765, 1.05120], [-1.99275, -0.68097, 0.66062], [-1.14486, -1.21760, 1.51302], [-1.47009, -5.52527, 5.25040], [-2.51988, -4.32001, 3.35903], [0.24156, -1.08367, 3.89572], [1.32545, -2.32082, 5.74456], [-3.89729, -2.30459, 2.78341], [-4.13847, -0.74214, 0.52927], [-0.07336, -1.10582, 1.48313]],
  "s2": 1.131,
  "multiplicity": 2,
  "total_energy_ev": -179918.2458,
  "homo_lumo_gap_ha": [0.2854, 0.2824],
  "total_charge": 1,
  "homo_energy_ev": [-10.61, -10.60],
  "e_above_lowest_kj_mol": 10.2,
  "lumo_energy_ev": [-2.8421, -2.9184]
}

***

Q: What is the formula in the third record?
A: C38H27Cl2CoGeN4O2S

***

Q: Which formula does entry 3 have?
A: C38H27Cl2CoGeN4O2S